<i>
{
  "formula": "C4HNO2",
  "method": "ωB97M-V with the def2-TZVPD basis set",
  "elements": ["C", "C", "C", "C", "N", "O", "O", "H"],
  "positions_angstrom": [[-1.04, 1.88, 0.46], [-0.13, -1.16, -0.64], [-1.58, 0.65, 0.34], [-2.75, 0.15, 0.46], [-0.51, 2.88, 0.67], [-3.69, -0.50, 0.56], [0.12, -2.13, -0.08], [0.09, -0.72, -1.50]],
  "homo_ev": [-9.0, -9.0],
  "orbital_gap_ha": [0.262, 0.263]
}

***

<ii>
{
  "formula": "C4HNO2",
  "method": "ωB97M-V with the def2-TZVPD basis set",
  "elements": ["C", "C", "C", "C", "N", "O", "O", "H"],
  "positions_angstrom": [[-0.08, 0.14, 0.01], [1.00, 0.57, -0.05], [3.71, -0.88, 0.06], [2.76, 1.38, 0.03], [3.60, 0.33, 0.11], [4.18, -1.93, -0.08], [2.83, 2.54, -0.06], [-0.90, -0.49, 0.21]],
  "homo_ev": -10.7,
  "orbital_gap_ha": 0.383
}

***

<iii>
{
  "formula": "C4HNO2",
  "method": "ωB97M-V with the def2-TZVPD basis set",
  "elements": ["C", "C", "C", "C", "N", "O", "O", "H"],
  "positions_angstrom": [[1.58, 0.17, -0.89], [-1.04, -0.99, 0.14], [0.82, 0.66, 0.12], [-0.06, 1.30, 0.79], [2.03, -0.35, -1.82], [-0.83, 1.77, 1.53], [-1.87, -0.95, 0.92], [-0.63, -1.61, -0.78]],
  "homo_ev": [-9.3, -9.3],
  "orbital_gap_ha": [0.282, 0.282]
}

***

Least stable of them? <i>.